No. 1
Molecular formula: C14H31GaNOS2
Method: DFT, ωB97M-V/def2-TZVPD

Its LUMO energy is 0.0749 Ha. The molar mass is 363.3 Da. As for the energy above the lowest of the compared OMol25 structures with the same formula, charge and spin: 5.80 kcal per mole. The highest occupied orbital energy is -4.370 eV. As for the charge: -1.

Each line ends with the natural charge from an NBO analysis.
Cartesian coordinates (Å):
C -0.8775 2.3656 2.5257  -0.61
C -0.1472 3.0469 1.3637  -0.39
C 1.0150 2.1440 0.9176  -0.43
C 1.5947 2.5890 -0.4509  -0.03
O 1.8565 1.5594 -1.3505  -0.91
Ga 2.9132 0.1218 -0.6454  1.33
C 4.3694 -0.4422 -1.9553  -0.90
C 4.0561 -0.1330 -3.4314  -0.60
C 1.5774 -1.4051 -0.3363  -0.91
C 1.7726 -2.1410 0.9880  -0.41
C 0.7080 -3.2359 1.1475  -0.49
S -0.8320 -2.6456 1.9342  0.20
C -1.9359 -2.3159 0.5473  -0.05
S -2.3766 -3.5472 -0.4179  0.00
N -2.3963 -0.9862 0.4699  -0.56
C -3.7786 -0.8640 0.9287  -0.21
C -4.0927 0.5675 1.3592  -0.62
C -2.0945 -0.3001 -0.8060  -0.22
C -3.0631 -0.5183 -1.9615  -0.64
H -1.2940 1.4188 2.1943  0.21
H -1.6710 2.9901 2.9340  0.19
H -0.1556 2.1464 3.3120  0.20
H -0.8527 3.1067 0.5330  0.18
H 0.2011 4.0378 1.6459  0.18
H 0.6149 1.1339 0.8700  0.21
H 1.7849 2.2318 1.6778  0.20
H 2.5035 3.1853 -0.2560  0.13
H 0.8628 3.2891 -0.8792  0.13
H 3.5513 0.5887 0.7598  -0.39
H 4.4801 -1.5249 -1.8649  0.19
H 5.3154 0.0374 -1.7119  0.19
H 4.2506 0.9087 -3.6676  0.19
H 3.0449 -0.4135 -3.7169  0.19
H 4.7259 -0.7126 -4.0784  0.16
H 0.6081 -0.9173 -0.2459  0.19
H 1.5349 -2.1154 -1.1631  0.19
H 2.7280 -2.6672 0.9488  0.19
H 1.7389 -1.4351 1.8121  0.21
H 1.0904 -4.0060 1.8154  0.21
H 0.4333 -3.6662 0.1918  0.23
H -4.5148 -1.2670 0.2261  0.17
H -3.8573 -1.4749 1.8264  0.20
H -5.1582 0.7817 1.3324  0.20
H -3.7855 0.6656 2.3965  0.21
H -3.5243 1.3086 0.8078  0.22
H -1.1199 -0.6511 -1.1227  0.23
H -1.9568 0.7563 -0.5945  0.20
H -3.1055 -1.5479 -2.2896  0.22
H -4.0452 -0.1170 -1.7174  0.19
H -2.6967 0.0695 -2.8024  0.22

---

No. 2
Molecular formula: C14H31N13O11P2
Method: DFT, ωB97M-V/def2-TZVPD

Its SMILES is O=C1c2ccccc2C(=O)N1PP(=O)(O)O.NC(N)=O.NC(N)=O.NC(N)=O.NC(N)=O.NC(N)=O.NC(N)=O. Its LUMO energy is -0.0215 Ha. The molar mass is 619.4 Da. The highest occupied orbital energy is -8.969 eV.

Each line ends with the Löwdin charge.
Cartesian coordinates (Å):
O 1.1636 -1.2158 -4.2694  0.11
C 1.2714 -0.5218 -3.3036  -0.45
C 1.6809 0.9612 -3.1361  -0.05
C 1.9174 2.0118 -4.1083  0.03
C 2.3191 3.3171 -3.5575  -0.02
C 2.4992 3.5663 -2.1244  -0.07
C 2.2370 2.4779 -1.1831  -0.02
C 1.8170 1.1911 -1.6850  -0.05
C 1.4505 -0.1179 -0.9230  -0.42
O 1.5428 -0.2593 0.2635  0.10
N 0.9806 -1.0030 -1.9466  -0.20
P -0.7280 -1.4679 -1.9586  0.89
P -1.7481 -0.6775 -0.1878  0.37
O -1.4378 0.7579 0.1048  -0.36
O -3.3945 -0.7432 -0.5420  -0.21
O -1.5310 -1.6599 1.1163  -0.20
H 1.7939 1.8150 -5.1925  0.09
H 2.5000 4.1685 -4.2516  0.11
H 2.8357 4.5575 -1.7371  0.11
H 2.3497 2.6082 -0.0818  0.12
H -1.3323 -0.7264 -3.0378  -0.03
H -3.5125 -0.8320 -1.5067  0.06
H -1.7607 -1.1719 1.9419  0.06
N 3.1285 -2.5047 3.4309  0.15
C 4.1723 -2.5512 2.5537  -0.69
N 3.9311 -1.9549 1.3571  0.16
O 5.2349 -3.0849 2.8253  0.02
H 2.2489 -2.0694 3.2251  0.08
H 3.2647 -2.9336 4.3291  0.10
H 4.6747 -1.9652 0.6818  0.11
H 3.0601 -1.5121 1.1203  0.05
N 4.9134 0.7559 -7.6906  0.15
C 3.7116 1.3930 -7.6975  -0.68
N 2.9518 1.1719 -8.8045  0.15
O 3.3427 2.1090 -6.7791  0.01
H 5.2357 0.1640 -8.4330  0.09
H 5.5016 0.8960 -6.8879  0.11
H 2.0567 1.6268 -8.8444  0.11
H 3.2357 0.5882 -9.5687  0.09
N -2.6251 -3.8246 4.5150  0.17
C -1.7019 -2.8716 4.2432  -0.68
N -0.4157 -3.3080 4.2498  0.17
O -2.0035 -1.7049 4.0096  0.00
H -2.3968 -4.7853 4.7109  0.07
H -3.5889 -3.5407 4.5200  0.11
H 0.2980 -2.6311 4.0527  0.08
H -0.1496 -4.2574 4.4389  0.10
N -0.8086 7.0289 -0.6723  0.14
C -0.2660 6.0096 -1.3989  -0.69
N -0.0538 4.8602 -0.7024  0.16
O 0.0081 6.1215 -2.5822  0.02
H -1.0412 6.9588 0.3004  0.09
H -0.9794 7.8941 -1.1538  0.10
H 0.3457 4.0853 -1.2067  0.07
H -0.2715 4.7479 0.2703  0.10
N -5.4484 3.9059 -1.1366  0.14
C -5.3139 2.5488 -1.1779  -0.69
N -4.5080 2.0239 -0.2204  0.16
O -5.8769 1.8590 -2.0153  0.01
H -4.9960 4.4907 -0.4598  0.09
H -6.0375 4.3293 -1.8313  0.10
H -4.3853 1.0242 -0.2222  0.06
H -4.0358 2.5706 0.4747  0.09
N -2.5685 -5.2663 8.4096  0.16
C -2.0633 -6.2957 7.6782  -0.68
N -1.8469 -7.4431 8.3752  0.15
O -1.8222 -6.1966 6.4847  0.01
H -2.7736 -5.3255 9.3893  0.10
H -2.7408 -4.4016 7.9261  0.10
H -1.4738 -8.2252 7.8661  0.11
H -2.0376 -7.5458 9.3542  0.10

---

No. 3
Molecular formula: C14H31N3NbO
Method: DFT, ωB97M-V/def2-TZVPD

Its LUMO energy is 0.0869 Ha. The molar mass is 350.3 Da. The highest occupied orbital energy is -4.530 eV. As for the charge: -1.

Each line ends with the natural charge from an NBO analysis.
Cartesian coordinates (Å):
C -1.8460 0.1384 -1.5263  -0.65
C -1.3230 -0.6716 -2.8057  -0.40
C 0.2700 -0.6262 -3.0674  -1.03
Nb 1.2973 1.3454 -2.5765  1.91
C 3.0990 0.3408 -1.5663  -0.95
C 3.5169 -1.0717 -2.2179  -0.52
C 3.3856 -2.1790 -1.0604  0.71
N 2.3038 -3.1783 -1.0222  -0.93
O 4.2375 -2.1975 -0.1296  -0.57
H -2.1229 1.2232 -1.7938  0.21
H -1.1375 0.0966 -0.6355  0.24
H -2.8155 -0.3706 -1.1660  0.17
H -1.5852 -1.7816 -2.6105  0.16
H -1.9624 -0.3511 -3.6893  0.20
H 0.4051 -0.7901 -4.2059  0.23
H 0.7665 -1.5497 -2.5851  0.21
H 0.5549 1.4871 -0.9269  -0.46
H 2.1583 2.9468 -2.2795  -0.38
H 2.2352 1.2594 -4.1616  -0.43
H -0.0253 2.3215 -3.3815  -0.42
H 4.0217 1.0085 -1.5795  0.24
H 2.8041 0.1485 -0.4670  0.23
H 2.9668 -1.3439 -3.1744  0.21
H 4.6379 -1.0545 -2.4848  0.22
H 1.3929 -2.7472 -0.7902  0.40
H 2.2261 -3.6836 -1.9246  0.37
C -1.1286 4.1513 2.7073  -0.61
C -1.0199 2.8146 1.9835  -0.38
C 0.2889 2.0789 2.2725  -0.52
C 1.4554 2.7930 1.7492  0.30
N 2.3722 3.3535 1.3368  -0.33
H -0.3579 4.8505 2.3733  0.22
H -2.1010 4.6091 2.5084  0.21
H -1.0304 4.0214 3.7890  0.19
H -1.1317 2.9764 0.9072  0.23
H -1.8544 2.1793 2.2993  0.19
H 0.2452 1.0873 1.8102  0.27
H 0.4005 1.9220 3.3498  0.22
C -2.4505 -1.5058 3.4659  -0.61
C -2.9187 -2.2372 2.2137  -0.38
C -1.7824 -2.9387 1.4675  -0.51
C -0.8146 -1.9901 0.9126  0.31
N -0.0526 -1.2451 0.4784  -0.34
H -1.7601 -0.6944 3.2208  0.22
H -3.3051 -1.0681 3.9876  0.21
H -1.9474 -2.1896 4.1548  0.20
H -3.4258 -1.5294 1.5507  0.22
H -3.6599 -2.9879 2.5059  0.20
H -2.2085 -3.5287 0.6499  0.25
H -1.2747 -3.6419 2.1338  0.24

---

No. 4
Molecular formula: C14H32BN2O6
Method: DFT, ωB97M-V/def2-TZVPD

Its LUMO energy is -0.0830 Ha. The molar mass is 335.2 Da. The highest occupied orbital energy is -11.888 eV. As for the charge: +1.

Each line ends with the natural charge from an NBO analysis.
Cartesian coordinates (Å):
C -3.5053 -3.6916 0.3499  -0.60
C -2.5304 -4.5140 -0.4930  -0.21
C -3.1224 -5.8948 -0.7942  -0.61
C -1.1215 -4.5237 0.1725  -0.24
C -0.5151 -5.8939 0.4703  -0.61
C -0.1330 -3.7461 -0.6754  -0.05
O -0.6027 -2.4001 -0.8136  -0.52
C 0.2959 -1.4965 -1.2842  0.37
O 0.6003 -0.4981 -0.2667  -0.51
C -0.0742 0.6166 -0.5779  0.99
O -0.5220 1.4017 0.2062  -0.63
O -0.1525 0.7411 -1.9113  -0.48
C -0.2143 -0.6123 -2.4543  -0.28
B -1.7195 -0.8048 -3.0036  1.11
N -2.8362 -1.1629 -2.1237  -1.15
O -1.8602 -0.4816 -4.3257  -0.89
H -4.4408 -3.5296 -0.1876  0.20
H -3.7335 -4.2178 1.2819  0.20
H -3.0784 -2.7213 0.6061  0.22
H -2.4273 -3.9895 -1.4484  0.18
H -2.7366 -6.3178 -1.7225  0.21
H -2.9756 -6.6058 0.0164  0.21
H -4.2015 -5.7974 -0.9312  0.21
H -1.1906 -3.9848 1.1227  0.21
H 0.3994 -5.7671 1.0542  0.21
H -0.2465 -6.4352 -0.4393  0.21
H -1.1758 -6.5086 1.0759  0.22
H 0.8604 -3.7579 -0.2135  0.18
H -0.0552 -4.2101 -1.6673  0.17
H 1.2571 -1.9600 -1.5130  0.17
H 0.4917 -0.7106 -3.2783  0.21
H -3.5162 -0.4033 -2.1588  0.40
H -3.3496 -1.9731 -2.4645  0.39
H -2.4313 -1.0587 -4.8410  0.51
C 1.3129 5.7771 2.3196  -0.41
N 2.6074 5.4459 1.6327  -0.20
C 3.6633 6.3567 2.1714  -0.40
C 2.4608 5.6813 0.1675  -0.41
C 3.0579 4.0255 1.9081  -0.22
C 2.1743 2.9301 1.3580  -0.09
O 0.9010 3.0304 1.9378  -0.75
H 1.1942 6.8583 2.2929  0.22
H 0.4965 5.2916 1.8007  0.26
H 1.3614 5.4264 3.3461  0.24
H 3.3729 7.3846 1.9711  0.23
H 4.6080 6.1344 1.6815  0.23
H 3.7497 6.1953 3.2429  0.23
H 1.6504 5.0666 -0.2121  0.24
H 3.3953 5.4274 -0.3277  0.23
H 2.2274 6.7315 0.0100  0.23
H 3.1380 3.9432 2.9916  0.23
H 4.0523 3.9347 1.4702  0.22
H 2.6637 1.9842 1.6163  0.20
H 2.1210 2.9811 0.2638  0.17
H 0.3550 2.3032 1.5903  0.52

---

Sequential E_tot output: -92604.847 -75499.699 -23081.166 -30974.136 eV